# 1
Entry from the Open Molecules 2025 dataset: a molecular structure, C38H53GeN3ORuSbSi3 in a non-equilibrium geometry (ωB97M-V/def2-TZVPD).

The value obtained for the total energy is -4999.7365 Eh. The spin multiplicity is 2. The expectation value of S² is 0.891. For the orbital gap (spin up / spin down), the calculation gives 5.73 / 5.71 eV. The max |F| comes out at 5.82 eV Å⁻¹. Its energy above the lowest of the compared OMol25 structures with the same formula, charge and spin is 2.869 eV.

Atoms and positions in Å:
Ru: -0.8708 -0.7729 1.0524
N: -1.3673 -3.4000 3.0648
C: -1.0546 -2.2284 3.7309
C: -0.4122 -2.3150 4.9631
C: -0.0757 -1.1523 5.6413
C: -0.4411 0.0718 5.0811
C: -1.1120 0.0802 3.8782
N: -1.3832 -1.0424 3.1770
C: -2.0290 -3.5827 1.8699
C: -2.4127 -4.8764 1.5100
C: -3.0932 -5.0679 0.3179
C: -3.3703 -3.9573 -0.4813
C: -2.9702 -2.7128 -0.0502
N: -2.2911 -2.5141 1.0950
H: -1.1645 -4.2494 3.5699
H: -0.1902 -3.2813 5.3916
H: 0.4230 -1.2059 6.5961
H: -0.2227 0.9996 5.5837
H: -1.4988 0.9972 3.4404
H: -2.2024 -5.7106 2.1650
H: -3.4429 -6.0498 0.0410
H: -3.9089 -4.0613 -1.4104
H: -3.2371 -1.8051 -0.5877
C: -1.7977 0.7802 0.1243
Ge: -2.0825 2.2153 -1.0822
C: -2.7462 1.3441 -2.7534
C: -1.9880 1.2499 -3.9119
C: -2.4536 0.5436 -5.0066
C: -3.6858 -0.0871 -4.9543
C: -4.4493 -0.0043 -3.8010
C: -3.9797 0.7044 -2.7135
C: -0.3937 3.1897 -1.5226
C: -0.2946 4.5730 -1.5610
C: 0.9165 5.1868 -1.8374
C: 2.0450 4.4234 -2.0849
C: 1.9603 3.0434 -2.0223
C: 0.7539 2.4380 -1.7307
C: -3.4632 3.5829 -0.6576
C: -3.8993 4.4359 -1.6627
C: -4.8878 5.3707 -1.4136
C: -5.4578 5.4572 -0.1545
C: -5.0276 4.6126 0.8547
C: -4.0356 3.6834 0.5998
H: -1.0261 1.7468 -3.9521
H: -1.8562 0.4787 -5.9058
H: -4.0497 -0.6438 -5.8059
H: -5.4102 -0.4959 -3.7487
H: -4.5779 0.7700 -1.8126
H: -1.1694 5.1801 -1.3635
H: 0.9864 6.2662 -1.8616
H: 2.9872 4.9013 -2.3168
H: 2.8398 2.4401 -2.1986
H: 0.6974 1.3598 -1.6364
H: -3.4614 4.3606 -2.6515
H: -5.2253 6.0325 -2.2007
H: -6.2399 6.1783 0.0389
H: -5.4696 4.6745 1.8386
H: -3.7015 3.0158 1.3835
O: -0.6789 -1.4602 -1.6301
H: -1.0851 -0.5927 -1.3803
H: -1.3260 -1.9433 -2.1521
C: 3.3147 -2.9411 3.3834
Si: 3.5913 -2.5403 1.5303
C: 5.2165 -1.5494 1.3281
C: 3.8324 -4.2324 0.6724
Sb: 1.5818 -1.1775 0.4908
Si: 2.3126 -1.5991 -2.0451
C: 4.2220 -1.4937 -2.1893
C: 1.6716 -0.4591 -3.4509
C: 1.8082 -3.4174 -2.3906
Si: 2.3228 1.1124 1.6416
C: 0.7853 2.2360 1.6391
C: 2.6999 0.6545 3.4690
C: 3.8575 1.9896 0.9053
H: 4.0347 -3.6723 3.7391
H: 2.3211 -3.3493 3.5445
H: 3.4078 -2.0583 4.0052
H: 6.0673 -2.2094 1.1895
H: 5.4186 -0.9295 2.1947
H: 5.1632 -0.8947 0.4659
H: 4.5832 -4.8228 1.1893
H: 4.1583 -4.1173 -0.3550
H: 2.9108 -4.8054 0.6655
H: 4.5806 -0.4865 -2.0067
H: 4.5330 -1.7732 -3.1907
H: 4.7221 -2.1550 -1.4930
H: 2.1004 0.5342 -3.3701
H: 0.5922 -0.3561 -3.4505
H: 1.9653 -0.8579 -4.4185
H: 2.4136 -4.1044 -1.8098
H: 1.9301 -3.6815 -3.4369
H: 0.7718 -3.5874 -2.1207
H: -0.1015 1.6248 1.3875
H: 0.8545 3.0176 0.8900
H: 0.5965 2.7087 2.5979
H: 2.0135 -0.1128 3.8204
H: 2.5842 1.5175 4.1188
H: 3.7140 0.2854 3.5896
H: 3.7481 2.1514 -0.1606
H: 4.7645 1.4178 1.0666
H: 3.9919 2.9619 1.3685

***

# 2
Entry from the Open Molecules 2025 dataset: a molecular structure, C38H53MnN4OP2 in a non-equilibrium geometry (ωB97M-V/def2-TZVPD).

The value obtained for the total energy is -3606.8233 Eh. The spin multiplicity is 4. The expectation value of S² is 3.869. For the orbital gap (spin up / spin down), the calculation gives 6.46 / 6.41 eV. Its charge is +3. The max |F| comes out at 6.97 eV Å⁻¹.

Atoms and positions in Å:
C: 2.2913 -0.9007 -1.4085
C: 0.0825 -1.2457 -2.1717
C: 2.8131 -1.5210 -2.5373
C: 0.5740 -1.9689 -3.2839
C: 1.9228 -2.0780 -3.4789
H: 3.9043 -1.5716 -2.6610
H: -0.1503 -2.4278 -3.9378
H: 2.3065 -2.5990 -4.3411
N: 0.9868 -0.6485 -1.2558
P: 2.3161 -0.3819 1.3597
P: -1.8496 0.4870 -1.1314
C: 3.2176 -0.4669 -0.2630
H: 4.0825 -1.1375 -0.1853
H: 3.6294 0.5344 -0.4776
C: -0.3450 0.9830 2.1249
O: -0.6877 1.1659 3.1272
C: -1.2866 -0.8926 -2.0258
H: -2.0807 -1.6388 -2.4968
C: -3.6399 0.2801 -0.4265
C: -1.8969 1.5660 -2.6931
C: 2.4096 -2.1824 1.9922
C: 3.3825 0.7676 2.4472
C: -3.5994 0.2147 1.1142
H: -3.1623 1.1209 1.5501
H: -4.6351 0.1318 1.4725
H: -3.0488 -0.6492 1.4828
C: -4.5197 1.4807 -0.8003
H: -4.1023 2.4194 -0.4173
H: -4.6806 1.5681 -1.8790
H: -5.5042 1.3420 -0.3303
C: -4.2557 -1.0220 -0.9379
H: -5.2908 -1.0744 -0.5580
H: -4.3156 -1.0845 -2.0294
H: -3.7131 -1.8964 -0.5623
C: -2.1514 3.0181 -2.2686
H: -1.7625 3.2225 -1.2589
H: -1.6287 3.7002 -2.9552
H: -3.2169 3.2774 -2.2876
C: -0.5318 1.4813 -3.3949
H: 0.2903 1.7038 -2.7050
H: -0.3518 0.4947 -3.8329
H: -0.5029 2.2186 -4.2067
C: -2.9781 0.9922 -3.6478
H: -3.4295 0.0494 -3.3202
H: -3.7863 1.7164 -3.8112
H: -2.5224 0.7864 -4.6279
C: 2.7981 0.8105 3.8726
H: 3.2112 1.6927 4.3839
H: 1.7039 0.9138 3.8690
H: 3.0782 -0.0683 4.4652
C: 3.3130 2.1925 1.8787
H: 3.7883 2.2667 0.8931
H: 2.2823 2.5555 1.8103
H: 3.8579 2.8632 2.5600
C: 4.8636 0.3419 2.4755
H: 5.4695 1.2301 2.7117
H: 5.0709 -0.3971 3.2584
H: 5.2181 -0.0420 1.5094
C: 1.7061 -3.1420 1.0034
H: 2.1018 -4.1577 1.1596
H: 0.6329 -3.1819 1.1866
H: 1.8774 -2.8718 -0.0470
C: 1.6769 -2.2597 3.3463
H: 0.6517 -1.8665 3.2760
H: 1.6155 -3.3173 3.6416
H: 2.2060 -1.7255 4.1426
C: 3.8549 -2.6675 2.1475
H: 4.4238 -2.5923 1.2102
H: 4.3964 -2.1511 2.9475
H: 3.8157 -3.7344 2.4217
Mn: 0.0997 0.3488 0.4481
N: -0.8058 -1.3353 0.9506
C: -1.3364 -2.2207 0.3443
C: -1.8516 -3.4892 -0.0211
C: -2.2615 -4.0614 1.1888
C: -1.9008 -4.1701 -1.2606
C: -2.7993 -5.3276 1.1684
H: -2.1364 -3.5000 2.0914
C: -2.4364 -5.4570 -1.2331
H: -1.5187 -3.7343 -2.1540
C: -2.9018 -6.0307 -0.0419
H: -3.1440 -5.7592 2.0890
H: -2.5026 -6.0283 -2.1550
H: -3.3434 -7.0536 -0.0500
N: 1.8537 3.8973 -1.1046
C: 1.6170 2.5953 -0.9783
N: 0.6612 2.3685 -0.1000
C: 0.2111 3.6022 0.3493
C: -0.8364 3.9855 1.2080
C: -1.0285 5.3492 1.4534
C: -0.2065 6.3277 0.8586
C: 0.8157 5.9582 -0.0310
C: 0.9895 4.6066 -0.2630
H: 2.5752 4.3354 -1.7198
H: 2.1761 1.8412 -1.5645
H: -1.4518 3.2046 1.6563
H: -1.8294 5.6696 2.1251
H: -0.3779 7.3760 1.0916
H: 1.4736 6.6749 -0.5335

***

> The lowest max |F| belongs to which entry?

C38H53GeN3ORuSbSi3